(1)
Molecular formula: C22H26FN3O5S
Method: DFT, ωB97M-V/def2-TZVPD

Positions of all 58 atoms, in Å:
C 2.51272 1.49342 -0.70525
C 2.13667 0.93828 -2.03844
C 2.21957 1.72424 -3.18381
C 1.91093 1.21955 -4.43319
C 1.51034 -0.09885 -4.57016
C 1.41776 -0.89911 -3.44689
C 1.72281 -0.38496 -2.19318
N 1.62626 -1.25830 -1.06672
C 2.81474 -2.01942 -0.70735
C 3.54711 -1.41677 0.50590
O 4.62622 -0.87154 0.40347
N 2.88054 -1.60141 1.65370
C 3.27231 -0.97061 2.88789
C 2.17860 -0.05214 3.43706
C 0.88661 -0.74560 3.89271
C -0.12843 0.40198 3.83338
C 0.54025 1.42583 2.89134
O 1.75034 0.84684 2.43326
C 0.47853 -1.44419 -0.40740
O 0.36453 -2.20138 0.55017
C -0.72877 -0.66696 -0.92073
N -1.86782 -0.94057 -0.07936
S -2.57673 0.35924 0.69167
O -1.77051 1.53688 0.51836
O -2.93588 -0.05003 2.01718
C -4.06115 0.53707 -0.28535
C -5.17349 -0.21383 0.04247
C -6.31493 -0.11490 -0.73374
C -6.29966 0.74011 -1.82435
F -7.40396 0.83941 -2.58489
C -5.18937 1.49830 -2.15895
C -4.05542 1.38902 -1.37254
H 2.48856 2.57961 -0.72196
H 3.52573 1.18077 -0.45102
H 1.85984 1.14000 0.08933
H 2.53862 2.75142 -3.08667
H 1.98735 1.85374 -5.30353
H 1.27510 -0.50239 -5.54302
H 1.11300 -1.93244 -3.53186
H 3.49342 -2.01706 -1.56132
H 2.51528 -3.04480 -0.46895
H 1.94665 -1.99552 1.60139
H 3.50526 -1.73001 3.64260
H 4.17188 -0.38864 2.67295
H 2.60195 0.51506 4.28540
H 0.98103 -1.18002 4.88544
H 0.61299 -1.52967 3.18643
H -1.09300 0.08212 3.44599
H -0.28098 0.83851 4.81993
H 0.76508 2.35790 3.42789
H -0.07151 1.66064 2.01953
H -0.51470 0.40604 -0.89433
H -0.94811 -0.95829 -1.95457
H -1.63254 -1.67291 0.58775
H -5.13217 -0.85400 0.90850
H -7.20483 -0.68084 -0.50896
H -5.22581 2.15497 -3.01348
H -3.16878 1.96623 -1.57975

Values from the calculation:
Lowest unoccupied orbital energy: 0.476 eV
HOMO-LUMO gap: 0.36211 Ha
Energy above the lowest of the compared OMol25 structures with the same formula, charge and spin: 6.4 kcal/mol
HOMO energy: -9.4 eV
DFT total energy: -51497.389 eV
Charge: 0

Mulliken atomic charge list, values in e, 4 entries:
1. C -1.059
2. C 1.353
3. C -1.172
4. C -0.597



(2)
Molecular formula: C22H26N2O2
Method: DFT, ωB97M-V/def2-TZVPD

Positions of all 52 atoms, in Å:
C -5.72436 -2.49293 0.06093
O -4.89764 -1.40682 0.40383
C -3.55502 -1.51350 0.19091
C -2.92703 -2.63211 -0.35144
C -1.56000 -2.64450 -0.54142
C -0.76857 -1.54165 -0.21331
C 0.65384 -1.58757 -0.47249
C 1.51474 -0.56839 -0.63401
C 1.28272 0.90975 -0.63788
C 2.52217 1.50289 -1.32624
C 3.64995 0.47560 -1.15935
C 4.67240 0.83550 -0.05786
C 4.07854 1.05598 1.33419
C 3.94560 -0.34657 1.91777
C 5.16256 -1.10914 1.37717
C 5.68230 -0.29896 0.17526
C 2.93354 -0.84428 -0.93609
O 3.42604 -1.94450 -1.05085
C -1.40511 -0.43942 0.35881
C -2.77064 -0.41243 0.56032
C -3.39637 0.82747 1.15949
N -2.95245 2.00694 0.46523
C -3.50416 2.56811 -0.62742
C -2.68609 3.61004 -0.99933
C -1.64718 3.58796 -0.06084
N -1.82157 2.61280 0.81121
H -5.46751 -3.38932 0.63364
H -5.67305 -2.71575 -1.00946
H -6.73664 -2.18239 0.31536
H -3.50080 -3.50145 -0.63130
H -1.09617 -3.52111 -0.96937
H 1.07546 -2.58039 -0.59225
H 1.19302 1.28468 0.38440
H 0.36287 1.17294 -1.16250
H 2.31325 1.64337 -2.38804
H 2.79241 2.47262 -0.90993
H 4.22989 0.38083 -2.08376
H 5.18141 1.74277 -0.40012
H 4.79496 1.63081 1.92558
H 3.13816 1.60143 1.32720
H 3.02282 -0.80976 1.56574
H 3.91772 -0.33534 3.00713
H 4.88102 -2.11506 1.07099
H 5.93528 -1.19440 2.14144
H 6.66199 0.12477 0.40002
H 5.78225 -0.92656 -0.70794
H -0.83480 0.41571 0.68021
H -4.48386 0.76023 1.10395
H -3.08907 0.92656 2.20494
H -4.41845 2.20061 -1.04805
H -2.81620 4.28718 -1.81826
H -0.79612 4.23564 0.01318

Values from the calculation:
Lowest unoccupied orbital energy: 0.121 eV
HOMO-LUMO gap: 0.30480 Ha
Energy above the lowest of the compared OMol25 structures with the same formula, charge and spin: 61.3 kcal/mol
HOMO energy: -8.2 eV
DFT total energy: -30310.549 eV
Charge: 0

Mulliken atomic charge list, values in e, 4 entries:
1. C -0.956
2. O -0.451
3. C 0.987
4. C -0.603



(3)
Molecular formula: C22H26N2O3S
Method: DFT, ωB97M-V/def2-TZVPD

Positions of all 54 atoms, in Å:
C -0.96942 4.20322 4.57611
O -0.48663 3.05039 3.93428
C 0.74074 3.21724 3.26696
C 0.66627 4.06988 1.99344
C -0.36312 3.52940 1.00322
N 0.00362 2.20506 0.56175
C -0.87839 1.20820 0.46742
O -2.07317 1.30758 0.66504
C -0.26227 -0.17054 0.13177
C 0.50720 -0.66522 1.35872
S 1.00290 -2.41232 1.22197
C -0.54873 -3.26249 1.72255
C -1.57211 -3.25992 0.63514
C -2.73376 -2.50414 0.74610
C -3.65371 -2.47857 -0.28809
C -3.42200 -3.20555 -1.44312
C -2.26810 -3.96371 -1.56040
C -1.34840 -3.98997 -0.52799
N 0.56134 -0.20908 -1.05743
C 0.20113 -1.10278 -2.13992
C 1.36299 -0.99262 -3.07055
C 1.60166 -1.59004 -4.29112
C 2.79616 -1.30344 -4.93714
C 3.72909 -0.44057 -4.37700
C 3.49188 0.16212 -3.15305
C 2.29947 -0.12467 -2.51073
C 1.78184 0.36150 -1.22061
O 2.31753 1.14603 -0.44731
H -0.21544 4.62343 5.25409
H -1.27538 4.97713 3.86383
H -1.83816 3.89003 5.15210
H 1.48614 3.65388 3.95034
H 1.05641 2.20382 3.00718
H 0.40924 5.09992 2.24464
H 1.65451 4.07048 1.52993
H -1.34702 3.45029 1.47298
H -0.43555 4.20585 0.14239
H 0.98417 2.02622 0.34045
H -1.11404 -0.83221 -0.05254
H 1.43987 -0.11212 1.46647
H -0.09303 -0.54748 2.26060
H -0.22588 -4.27673 1.95824
H -0.90969 -2.77485 2.62745
H -2.91685 -1.92537 1.63982
H -4.54759 -1.88175 -0.19104
H -4.13871 -3.18312 -2.25047
H -2.08393 -4.53523 -2.45852
H -0.44297 -4.57427 -0.61652
H -0.74160 -0.78763 -2.60218
H 0.07060 -2.12617 -1.76755
H 0.88192 -2.26316 -4.73201
H 3.00449 -1.76116 -5.89286
H 4.64940 -0.23919 -4.90445
H 4.20507 0.83441 -2.70237

Values from the calculation:
Lowest unoccupied orbital energy: 0.634 eV
HOMO-LUMO gap: 0.34020 Ha
Energy above the lowest of the compared OMol25 structures with the same formula, charge and spin: 9.4 kcal/mol
HOMO energy: -8.6 eV
DFT total energy: -43195.178 eV
Charge: 0

Mulliken atomic charge list, values in e, 4 entries:
1. C -0.723
2. O -0.330
3. C -0.386
4. C -0.853



(4)
Molecular formula: C22H26N2O4
Method: DFT, ωB97M-V/def2-TZVPD

Positions of all 54 atoms, in Å:
C -7.84884 -0.19577 -0.27240
O -6.69133 -0.15682 -1.07081
C -5.47609 -0.20658 -0.46132
C -5.27530 -0.26392 0.91369
C -3.98779 -0.31218 1.41985
C -2.88630 -0.28424 0.57632
C -1.52421 -0.40834 1.17774
O -1.13959 -1.45685 1.66699
N -0.76171 0.71659 1.21563
C -1.09423 1.94834 0.54278
C -0.32332 2.12521 -0.78437
C 0.24141 0.80762 -1.30592
O -0.16791 0.31955 -2.34240
N 1.22176 0.23491 -0.56626
C 1.74520 -1.04880 -1.00845
C 1.74572 -2.09459 0.11214
O 2.08233 -3.34073 -0.46403
C 3.11754 -0.91591 -1.70197
C 4.19385 -0.32716 -0.84097
C 4.45323 1.03887 -0.86641
C 5.42907 1.58905 -0.05478
C 6.16330 0.77870 0.79483
C 5.92451 -0.58500 0.81730
C 4.95045 -1.13395 0.00181
C 1.64536 0.81280 0.68738
C 0.56702 0.64233 1.77752
C -3.08805 -0.23891 -0.80169
C -4.36779 -0.19933 -1.31103
H -7.90232 -1.11875 0.31379
H -8.68673 -0.16230 -0.96693
H -7.90352 0.66639 0.40054
H -6.10731 -0.27949 1.59981
H -3.83714 -0.36938 2.48792
H -0.86827 2.77859 1.22131
H -2.16741 1.94805 0.34826
H -0.99811 2.50103 -1.55366
H 0.49028 2.84353 -0.67290
H 1.04551 -1.40573 -1.77336
H 0.74815 -2.13035 0.56343
H 2.47880 -1.84074 0.89211
H 1.78521 -4.04201 0.12298
H 3.39836 -1.92264 -2.01310
H 2.97759 -0.29872 -2.59127
H 3.88518 1.67327 -1.53267
H 5.62165 2.65180 -0.08786
H 6.92566 1.20697 1.42875
H 6.50436 -1.22374 1.46780
H 4.77847 -2.20037 0.00667
H 2.56888 0.33310 1.00592
H 1.86464 1.87486 0.54388
H 0.68588 1.41916 2.54031
H 0.64980 -0.33782 2.25068
H -2.24784 -0.24326 -1.47842
H -4.53804 -0.16634 -2.37518

Values from the calculation:
Lowest unoccupied orbital energy: 0.707 eV
HOMO-LUMO gap: 0.34002 Ha
Energy above the lowest of the compared OMol25 structures with the same formula, charge and spin: 46.5 kcal/mol
HOMO energy: -8.5 eV
DFT total energy: -34406.755 eV
Charge: 0

Mulliken atomic charge list, values in e, 4 entries:
1. C -0.848
2. O -0.448
3. C 0.924
4. C -0.554